Entry 1:
This record from the Open Molecules 2025 dataset describes a cluster of 2 separate species, C9H11N2O3 in total at a distorted geometry. The level of theory is ωB97M-V/def2-TZVPD.

Element x y z (Å)
C (-2.8177, 3.2497, -0.7971)
C (-2.5000, 3.1596, 0.5274)
C (-2.2327, 2.2557, -1.6311)
C (-1.7131, 2.1372, 1.0620)
C (-1.5542, 1.1858, -1.1602)
C (-1.3593, 1.0590, 0.2373)
C (-0.6093, 0.0245, 0.9744)
C (1.2840, -1.5013, 0.6186)
C (2.7407, -2.3617, -0.7243)
N (0.4876, -0.5716, 0.2001)
N (1.3732, -2.1791, 1.7350)
O (-0.5882, -0.3413, 2.1434)
O (1.9138, -2.9924, -1.5570)
O (3.5358, -3.1350, -0.0086)
H (-3.3517, 4.0530, -1.2277)
H (-2.7980, 3.9037, 1.1431)
H (-2.3736, 2.3357, -2.7831)
H (-1.5829, 2.0172, 2.1987)
H (-1.1769, 0.5544, -1.9420)
H (3.0099, -1.3231, -1.1073)
H (0.7738, -0.0593, -0.6712)
H (1.7751, -3.0397, 1.6020)
H (1.0392, -1.9407, 2.6797)
H (2.3904, -3.8155, -1.8493)
H (4.3342, -2.6751, 0.3373)

Properties
Total energy in a.u.: -684.47454
LUMO in eV: -3.6
E_HOMO in eV: -12.780
Orbital gap in eV: 9.214
Total charge: +1

Results of the natural (NBO) charge analysis, in e, for atoms 1 through 5: number 1, C, carries -0.146; number 2, C, carries -0.200; number 3, C, carries -0.187; number 4, C, carries -0.132; number 5, C, carries -0.206

Entry 2:
This record from the Open Molecules 2025 dataset describes a cluster of 2 separate species, C19H26BClF4INO11P2 in total at a distorted geometry. The level of theory is ωB97M-V/def2-TZVPD.

Element x y z (Å)
C (-0.4268, 7.7449, 1.1597)
C (-0.9885, 6.2271, 1.0707)
C (-1.6552, 6.0652, -0.3708)
O (-2.1333, 4.7456, -0.7341)
C (-2.0260, 3.7811, 0.2848)
C (-3.0482, 3.6914, 1.4781)
I (-4.6402, 5.1467, 1.4739)
C (-2.9305, 2.5849, 2.5999)
P (-4.0843, 2.4039, 4.0749)
O (-3.1312, 1.6820, 5.3339)
Cl (-4.5330, 4.3154, 4.9478)
C (-1.7737, 1.5827, 2.3999)
C (-0.7279, 1.6253, 1.2087)
C (-0.8509, 2.7422, 0.1416)
O (0.0862, 2.7919, -0.9314)
B (1.2908, 3.5126, -0.5331)
O (2.4356, 2.7055, -0.1426)
O (1.4323, 4.9338, -0.5469)
C (0.2809, 0.4042, 1.3476)
O (1.0072, 0.0119, 0.4168)
N (0.0682, -0.1020, 2.7070)
C (1.1738, -0.0248, 3.6682)
F (2.4030, -0.1553, 2.9295)
F (1.2625, 1.2358, 4.3367)
C (1.2057, -1.2494, 4.7354)
F (0.5703, -0.8201, 5.9282)
F (0.5395, -2.3668, 4.1509)
C (-1.2814, 0.3014, 3.1653)
O (-1.7708, -0.4731, 4.0050)
H (-1.3063, 8.4114, 1.4762)
H (-0.0984, 8.0869, 0.1189)
H (0.4408, 7.8579, 1.8924)
H (-1.8156, 6.1232, 1.8456)
H (-0.1253, 5.5223, 1.2976)
H (-0.8798, 6.4029, -1.1409)
H (-2.5405, 6.8089, -0.4323)
H (-2.4849, 2.4086, 5.5439)
H (2.8140, 2.3439, -0.9821)
H (2.3582, 5.2043, -0.7381)
H (2.2828, -1.5962, 4.9556)
C (0.0559, -2.0922, -4.2429)
C (-0.0448, -3.4565, -4.8997)
O (0.9024, -4.3690, -4.3690)
P (0.7139, -4.8989, -2.8100)
O (-0.5174, -5.7745, -3.0611)
O (1.8328, -6.1230, -2.8418)
C (1.4409, -7.4728, -2.6220)
C (1.0974, -8.1625, -3.9318)
O (2.0421, -3.8923, -2.3923)
C (1.8685, -3.0318, -1.2690)
C (1.3182, -3.7458, -0.0484)
H (-0.3238, -2.1330, -3.2175)
H (-0.5360, -1.3536, -4.7880)
H (1.0930, -1.7531, -4.1999)
H (-1.0561, -3.8630, -4.8017)
H (0.1694, -3.3590, -5.9667)
H (0.6131, -7.5241, -1.9098)
H (2.2852, -7.9882, -2.1547)
H (0.4252, -7.5689, -4.5535)
H (0.6328, -9.1336, -3.7437)
H (2.0043, -8.3235, -4.5224)
H (1.2181, -2.1979, -1.5460)
H (2.8483, -2.6111, -1.0316)
H (0.3029, -4.1171, -0.2328)
H (1.2763, -3.0658, 0.8045)
H (1.9383, -4.6072, 0.2096)

Properties
Total energy in a.u.: -3486.81288
LUMO in eV: -1.6
E_HOMO in eV: -9.384
Orbital gap in eV: 7.775
Total charge: 0

Results of the natural (NBO) charge analysis, in e, for atoms 1 through 5: number 1, C, carries -0.620; number 2, C, carries -0.449; number 3, C, carries -0.076; number 4, O, carries -0.527; number 5, C, carries 0.286

Entry 3:
This record from the Open Molecules 2025 dataset describes a structure of composition C55H47InN2O4P2S2. The level of theory is ωB97M-V/def2-TZVPD.

Element x y z (Å)
In (0.1357, 0.4979, 0.3881)
O (-0.2080, 2.6672, 1.9331)
C (0.5965, 2.8374, 3.0419)
C (0.3094, 3.6958, 4.0923)
C (1.2349, 3.8806, 5.1110)
C (2.4595, 3.2313, 5.0865)
C (2.7110, 2.3243, 4.0717)
C (1.7696, 2.0738, 3.0739)
P (2.0883, 0.7075, 1.9400)
C (3.6247, 1.1466, 1.0921)
C (4.6036, 0.1926, 0.8219)
C (5.7710, 0.5695, 0.1718)
C (5.9606, 1.8905, -0.2068)
C (4.9787, 2.8387, 0.0489)
C (3.8106, 2.4721, 0.6947)
C (2.3759, -0.8417, 2.8261)
C (2.3310, -2.0028, 2.0546)
C (2.5340, -3.2434, 2.6413)
C (2.7723, -3.3328, 4.0054)
C (2.8143, -2.1791, 4.7765)
C (2.6193, -0.9348, 4.1935)
C (-1.3496, 3.4111, 1.6914)
C (-1.3670, 4.7893, 1.8379)
C (-2.5381, 5.4902, 1.6007)
C (-3.6910, 4.8298, 1.1966)
C (-3.6413, 3.4693, 0.9553)
C (-2.4710, 2.7420, 1.1815)
P (-2.3218, 1.0616, 0.5397)
C (-2.8831, 1.0764, -1.1755)
C (-2.9948, 2.2495, -1.9144)
C (-3.3552, 2.1859, -3.2531)
C (-3.5778, 0.9602, -3.8572)
C (-3.4520, -0.2150, -3.1244)
C (-3.1128, -0.1615, -1.7846)
C (-3.4748, -0.0983, 1.3233)
C (-3.0523, -1.1480, 2.1314)
C (-3.9693, -2.0811, 2.5967)
C (-5.3139, -1.9582, 2.2795)
C (-5.7435, -0.9051, 1.4818)
C (-4.8280, 0.0097, 0.9903)
H (-0.6244, 4.2346, 4.1224)
H (0.9980, 4.5632, 5.9161)
H (3.2003, 3.4166, 5.8510)
H (3.6578, 1.7976, 4.0464)
H (4.4775, -0.8345, 1.1385)
H (6.5381, -0.1679, -0.0226)
H (6.8771, 2.1833, -0.7017)
H (5.1219, 3.8672, -0.2543)
H (3.0472, 3.2151, 0.8870)
H (2.1462, -1.9448, 0.9867)
H (2.5101, -4.1367, 2.0312)
H (2.9318, -4.2983, 4.4659)
H (3.0087, -2.2432, 5.8390)
H (2.6438, -0.0534, 4.8172)
H (-0.4652, 5.3122, 2.1201)
H (-2.5444, 6.5650, 1.7226)
H (-4.6052, 5.3796, 1.0234)
H (-4.5130, 2.9697, 0.5534)
H (-2.7884, 3.2101, -1.4632)
H (-3.4410, 3.0990, -3.8253)
H (-3.8554, 0.9159, -4.9017)
H (-3.6299, -1.1723, -3.5964)
H (-3.0469, -1.0803, -1.2109)
H (-2.0110, -1.2158, 2.4105)
H (-3.6317, -2.9079, 3.2095)
H (-6.0270, -2.6857, 2.6435)
H (-6.7892, -0.8085, 1.2248)
H (-5.1696, 0.7882, 0.3200)
O (-0.2151, 2.4541, -2.8836)
S (0.8597, 2.0581, -2.0234)
O (0.8822, 2.6562, -0.6814)
N (0.8730, 0.4866, -1.6311)
C (0.3757, -0.5155, -2.4640)
C (0.3962, -0.5049, -3.8360)
C (-0.0969, -1.5973, -4.5779)
C (-0.5936, -2.7070, -3.9586)
C (-0.6319, -2.7550, -2.5451)
C (-1.1311, -3.8597, -1.8264)
C (-1.1530, -3.8397, -0.4578)
C (-0.6975, -2.6969, 0.2076)
N (-0.2308, -1.6394, -0.4278)
C (-0.1639, -1.6524, -1.7976)
C (2.3688, 2.3740, -2.8698)
C (3.4606, 1.5339, -2.6981)
C (4.6204, 1.7932, -3.4130)
C (4.6830, 2.8871, -4.2647)
C (3.5867, 3.7292, -4.4138)
C (2.4163, 3.4725, -3.7212)
H (0.7947, 0.3542, -4.3597)
H (-0.0632, -1.5494, -5.6578)
H (-0.9538, -3.5545, -4.5264)
H (-1.4910, -4.7236, -2.3721)
H (-1.5228, -4.6776, 0.1155)
H (-0.7096, -2.6480, 1.2898)
H (3.4012, 0.6899, -2.0228)
H (5.4745, 1.1393, -3.3025)
H (5.5893, 3.0836, -4.8218)
H (3.6391, 4.5774, -5.0823)
H (1.5446, 4.0994, -3.8491)
O (-0.4494, 0.0983, 3.1857)
S (-0.4895, 0.2218, 4.6970)
C (-2.1112, 0.9166, 5.1338)
C (-2.6086, 0.1071, 6.3199)
C (-2.3366, -1.3525, 5.9575)
C (-0.9110, -1.4117, 5.4076)
H (-2.7268, 0.7612, 4.2432)
H (-1.9981, 1.9824, 5.3206)
H (-3.6668, 0.2949, 6.4987)
H (-2.0724, 0.3881, 7.2291)
H (-3.0455, -1.6730, 5.1945)
H (-2.4526, -2.0143, 6.8146)
H (-0.7553, -2.1250, 4.5969)
H (-0.1719, -1.6136, 6.1824)

Properties
Total energy in a.u.: -4203.37483
LUMO in eV: -4.8
E_HOMO in eV: -12.729
Orbital gap in eV: 7.927
Total charge: +2

Results of the Löwdin charge analysis, in e, for atoms 1 through 5: number 1, In, carries 0.736; number 2, O, carries -0.105; number 3, C, carries -0.261; number 4, C, carries -0.013; number 5, C, carries -0.033

Entry 4:
This record from the Open Molecules 2025 dataset describes an isolated molecule of C3H6N2O3 at a distorted geometry. The level of theory is ωB97M-V/def2-TZVPD.

Element x y z (Å)
H (-1.0912, -0.5760, -1.2578)
N (-1.6687, 0.2058, -0.9433)
C (-0.9506, 1.0845, -0.3508)
N (-1.4578, 2.2219, 0.1628)
O (0.4594, 1.0548, -0.2452)
C (1.0609, -0.1912, -0.1151)
O (2.1762, -0.4424, -0.8786)
C (0.5791, -1.1450, 0.7044)
O (1.2163, -2.3608, 0.8205)
H (-2.3847, 2.4291, -0.1887)
H (-0.8156, 3.0028, 0.1687)
H (2.4579, -1.3441, -0.6278)
H (-0.2183, -0.9850, 1.4185)
H (0.6373, -2.9544, 1.3324)

Properties
Total energy in a.u.: -453.11076
LUMO in eV: 0.5
E_HOMO in eV: -8.231
Orbital gap in eV: 8.766
Total charge: 0

Results of the natural (NBO) charge analysis, in e, for atoms 1 through 5: number 1, H, carries 0.355; number 2, N, carries -0.758; number 3, C, carries 0.686; number 4, N, carries -0.814; number 5, O, carries -0.515